No. 1
23
Properties=species:S:1:pos:R:3:lowdin_spin:R:1 method="wB97M-V/def2-TZVPD" homo_ha="0.041 / -0.149" spin_multiplicity=2 total_charge=-1 orbital_gap_ev="2.7 / 7.7" de_lowest_ev=0.333 molar_mass_g_mol=122.2 lumo_energy_ev="3.8 / 3.6" total_energy_ev=-9558.4639
C 2.620 1.470 1.413 0.029
C 2.901 2.307 0.155 0.048
H 2.510 0.411 1.184 0.002
H 3.297 1.646 2.244 0.002
H 1.672 1.778 1.869 0.012
H 3.695 3.041 0.311 0.004
H 2.002 2.800 -0.225 0.022
H 3.267 1.650 -0.645 0.007
C 0.277 -1.361 -1.736 0.069
C -1.844 -0.294 1.230 0.074
C -0.765 -0.360 0.357 0.117
C -3.065 -0.873 0.911 0.149
C -0.887 -1.121 -0.824 0.173
C -3.267 -1.344 -0.413 0.109
C -2.199 -1.432 -1.274 0.068
H -1.717 0.163 2.205 0.012
H 0.192 0.058 0.674 0.017
H -3.918 -0.820 1.568 0.013
H -4.243 -1.587 -0.812 0.016
H -0.055 -2.041 -2.526 0.004
H 1.084 -1.882 -1.206 0.004
H -2.258 -1.771 -2.302 0.012
H 0.701 -0.437 -2.159 0.035


No. 2
86
Properties=species:S:1:pos:R:3:mulliken_charge:R:1 method="wB97M-V/def2-TZVPD" homo_ha=-0.349 orbital_gap_ev=2.5 molar_mass_g_mol=725.1 lumo_energy_ev=-7.0 total_energy_ev=-62798.4959
Hg -4.514 2.148 -0.055 0.692
B -4.989 0.937 -3.499 0.122
H -5.131 0.386 -4.416 -0.046
H -3.988 1.333 -3.430 -0.110
H -5.703 1.714 -3.275 -0.081
H -5.091 0.307 -2.629 -0.130
C 1.529 -1.085 1.061 0.633
F 2.774 -0.970 1.280 -0.183
F 1.302 -2.245 0.455 -0.193
F 0.801 -0.982 2.240 -0.231
S 0.891 0.472 0.078 1.085
O 1.518 0.462 -1.257 -0.519
O -0.558 0.301 0.008 -0.508
O 1.246 1.648 0.886 -0.535
C 5.548 -5.502 4.384 -1.148
C 6.869 -5.890 3.780 0.419
C 7.279 -5.358 2.384 -1.246
O 7.905 -5.580 4.666 -0.543
H 4.760 -5.210 3.689 0.336
H 5.658 -4.564 4.928 0.286
H 5.113 -6.228 5.071 0.280
H 6.813 -6.969 3.634 0.229
H 8.175 -5.895 2.075 0.312
H 7.322 -4.274 2.277 0.378
H 6.536 -5.739 1.683 0.349
H 8.036 -4.631 4.607 0.347
C -0.660 6.113 -2.790 -1.252
C -1.669 6.396 -1.667 0.606
C -1.912 7.940 -1.527 -1.390
O -2.897 5.830 -1.616 -0.542
H -0.120 7.027 -3.038 0.330
H -1.142 5.831 -3.726 0.302
H 0.125 5.398 -2.548 0.311
H -1.259 5.932 -0.770 0.135
H -1.001 8.527 -1.407 0.390
H -2.546 8.228 -0.688 0.368
H -2.374 8.394 -2.403 0.408
H -3.553 6.252 -2.176 0.334
C -4.874 -3.588 2.205 -1.235
C -5.850 -2.348 2.228 0.295
C -6.812 -2.623 3.365 -1.253
O -5.066 -1.236 2.433 -0.514
H -5.454 -4.510 2.221 0.345
H -4.238 -3.707 3.083 0.364
H -4.084 -3.555 1.455 0.338
H -6.479 -2.213 1.348 0.285
H -7.578 -1.849 3.317 0.316
H -6.288 -2.732 4.315 0.347
H -7.308 -3.574 3.169 0.371
H -4.560 -1.322 3.245 0.341
C 7.117 0.884 -2.448 -1.134
C 6.639 0.931 -3.849 0.363
C 6.074 -0.447 -4.309 -1.122
O 5.607 1.883 -4.131 -0.535
H 6.288 1.008 -1.752 0.231
H 7.673 1.766 -2.129 0.336
H 7.512 -0.119 -2.284 0.313
H 7.534 1.245 -4.386 0.265
H 6.793 -1.241 -4.108 0.366
H 5.949 -0.445 -5.391 0.293
H 5.126 -0.595 -3.790 0.294
H 4.798 1.579 -3.713 0.333
C -2.053 -5.889 -3.892 -1.281
C -2.216 -4.379 -4.169 0.471
C -1.838 -3.890 -5.650 -1.063
O -3.501 -3.996 -3.820 -0.569
H -2.546 -6.585 -4.571 0.336
H -2.460 -6.092 -2.901 0.310
H -1.020 -6.230 -3.951 0.359
H -1.656 -3.739 -3.488 0.240
H -0.784 -4.086 -5.847 0.318
H -2.005 -2.816 -5.564 0.287
H -2.488 -4.415 -6.350 0.295
H -3.559 -3.041 -3.740 0.294
C -2.226 4.412 5.885 -1.135
C -2.524 5.167 4.608 0.299
C -1.452 6.206 4.200 -1.204
O -2.341 4.075 3.646 -0.503
H -1.267 3.897 5.829 0.260
H -2.957 3.631 6.097 0.335
H -2.361 5.007 6.788 0.358
H -3.527 5.587 4.525 0.290
H -1.788 6.908 3.437 0.300
H -0.471 5.787 3.978 0.343
H -1.181 6.875 5.016 0.338
H -1.391 3.960 3.569 0.319


No. 3
173
Properties=species:S:1:pos:R:3:lowdin_spin:R:1 method="wB97M-V/def2-TZVPD" homo_ha=-0.312 spin_multiplicity=4 orbital_gap_ev=7.4 molar_mass_g_mol=1272.3 lumo_energy_ev=-1.1 total_energy_ev=-103935.6584
C 4.432 -2.415 1.027 0.001
O 3.433 -1.344 1.020 0.000
C 3.905 -0.232 0.211 0.000
C 2.996 1.079 0.434 0.000
C 1.801 1.219 -0.626 0.000
C 0.794 2.401 -0.198 0.000
C -0.746 1.933 -0.298 0.000
C -1.700 2.675 0.774 0.000
C -3.220 2.480 0.263 0.000
C -4.218 1.826 1.358 0.000
C -4.705 0.390 0.785 0.000
C -5.627 0.251 -0.550 0.000
C -6.064 1.594 -1.272 0.000
I -5.147 2.241 -3.166 0.000
C -7.103 2.347 -0.635 0.000
C -7.677 3.719 -1.259 0.000
I -8.010 1.693 1.262 0.000
C -6.055 -1.131 -1.118 0.000
C -6.915 -1.363 -2.438 0.000
C -8.211 -0.427 -2.576 0.000
C -9.482 -1.180 -3.276 0.000
C -10.692 -1.213 -2.213 0.000
C -11.813 -0.157 -2.721 0.000
N -11.285 1.256 -2.768 0.000
C -5.579 -2.378 -0.292 0.000
C -4.673 -2.257 1.023 0.000
C -4.221 -0.884 1.573 0.000
C -3.288 -0.846 2.848 0.000
C -1.855 -0.256 2.651 0.000
C -0.926 -0.227 3.919 0.000
C -1.517 -0.812 5.220 0.000
N -2.822 -1.350 5.427 0.000
C -3.638 -1.369 4.260 0.000
C -4.371 -3.720 1.566 0.000
O -3.717 -4.032 2.587 0.000
N -5.101 -4.542 0.590 0.000
C -4.647 -5.951 0.412 0.000
C -3.252 -6.037 -0.373 0.000
C -3.038 -7.392 -1.203 0.000
F -2.164 -5.786 0.554 0.000
C -5.821 -3.919 -0.527 0.000
O -6.476 -4.555 -1.393 0.000
H 5.477 -2.051 0.721 0.000
H 4.521 -2.838 2.082 0.000
H 4.089 -3.183 0.246 0.000
H 4.954 0.038 0.605 0.000
H 4.013 -0.503 -0.899 0.000
H 3.697 1.984 0.384 0.000
H 2.568 1.073 1.506 0.000
H 1.273 0.215 -0.818 0.000
H 2.296 1.510 -1.633 0.000
H 1.033 2.734 0.866 0.000
H 0.940 3.251 -0.958 0.000
H -1.134 2.232 -1.346 0.000
H -0.828 0.789 -0.257 0.000
H -1.558 2.304 1.846 0.000
H -1.465 3.792 0.751 0.000
H -3.193 1.740 -0.626 0.000
H -3.646 3.456 -0.185 0.000
H -5.112 2.538 1.514 0.000
H -3.650 1.734 2.341 0.000
H -8.336 3.490 -2.182 0.000
H -8.366 4.271 -0.525 0.000
H -6.830 4.431 -1.548 0.000
H -7.296 -2.455 -2.413 0.000
H -6.193 -1.312 -3.329 0.000
H -8.502 0.117 -1.612 0.000
H -7.927 0.410 -3.326 0.000
H -9.118 -2.209 -3.609 0.000
H -9.820 -0.623 -4.229 0.000
H -10.352 -0.893 -1.159 0.000
H -11.097 -2.276 -2.127 0.000
H -12.686 -0.216 -1.982 0.000
H -12.180 -0.399 -3.784 0.000
H -12.084 1.881 -2.544 0.000
H -10.571 1.414 -2.042 0.000
H -1.461 0.132 1.659 0.000
H 0.112 0.222 3.794 0.000
H -0.818 -0.808 6.136 0.000
H -4.687 -1.828 4.380 0.000
H -5.454 -6.619 -0.037 0.000
H -4.456 -6.358 1.479 0.000
H -3.253 -5.159 -1.126 0.000
H -3.926 -7.669 -1.871 0.000
H -2.118 -7.212 -1.875 0.000
H -2.799 -8.302 -0.557 0.000
C 1.305 -7.397 3.176 0.001
C 2.637 -7.214 2.394 0.024
C 3.385 -8.561 2.262 0.014
C 4.075 -9.009 3.543 0.001
C 4.994 -7.909 4.061 0.013
C 4.264 -6.564 4.250 0.024
N 3.469 -6.154 3.045 0.325
O 4.351 -5.697 2.115 0.590
C 3.351 -6.672 5.496 0.001
C 5.304 -5.488 4.660 -0.001
C 2.161 -6.825 0.966 -0.001
H 0.473 -6.885 2.683 0.000
H 1.030 -8.451 3.266 0.000
H 1.313 -6.975 4.177 0.001
H 4.146 -8.485 1.475 0.003
H 2.696 -9.346 1.934 0.001
H 3.331 -9.286 4.296 0.000
H 4.663 -9.910 3.344 0.001
H 5.440 -8.233 5.008 0.001
H 5.829 -7.789 3.359 0.003
H 2.710 -5.790 5.593 0.001
H 3.945 -6.737 6.414 0.000
H 2.723 -7.563 5.497 0.000
H 6.112 -5.387 3.931 -0.001
H 5.780 -5.748 5.610 0.000
H 4.829 -4.510 4.787 0.000
H 1.658 -5.852 0.966 0.000
H 1.447 -7.564 0.588 0.000
H 2.979 -6.785 0.242 -0.001
C 9.327 2.345 -0.191 0.001
C 8.683 1.021 -0.690 0.024
C 9.767 -0.047 -0.968 0.014
C 10.544 0.184 -2.255 0.001
C 9.588 0.324 -3.434 0.012
C 8.523 1.417 -3.210 0.023
N 7.821 1.290 -1.889 0.320
O 6.931 0.257 -2.004 0.598
C 9.207 2.800 -3.335 0.001
C 7.533 1.396 -4.403 -0.001
C 7.879 0.530 0.545 -0.001
H 8.797 2.750 0.677 0.000
H 10.370 2.201 0.103 0.000
H 9.300 3.156 -0.913 0.001
H 9.302 -1.039 -1.025 0.003
H 10.471 -0.097 -0.130 0.001
H 11.180 1.070 -2.160 0.000
H 11.217 -0.660 -2.432 0.001
H 10.166 0.540 -4.339 0.001
H 9.102 -0.644 -3.609 0.003
H 8.523 3.606 -3.051 0.001
H 9.516 2.994 -4.367 0.000
H 10.118 2.888 -2.742 0.000
H 7.059 0.421 -4.538 -0.001
H 8.049 1.618 -5.342 0.000
H 6.747 2.148 -4.275 0.000
H 7.056 1.212 0.782 0.000
H 8.526 0.476 1.426 0.000
H 7.462 -0.471 0.407 -0.001
C -2.447 9.597 -0.460 0.001
C -1.145 8.799 -0.170 0.024
C 0.007 9.278 -1.085 0.014
C -0.103 8.784 -2.520 0.001
C -0.243 7.267 -2.549 0.013
C -1.415 6.762 -1.684 0.024
N -1.407 7.331 -0.296 0.323
O -0.437 6.681 0.403 0.594
C -2.741 7.104 -2.407 0.001
C -1.398 5.212 -1.680 -0.001
C -0.777 9.232 1.277 -0.001
H -2.934 9.926 0.463 0.000
H -2.250 10.490 -1.059 0.000
H -3.218 9.026 -0.971 0.001
H 0.967 8.934 -0.680 0.003
H 0.059 10.372 -1.086 0.001
H -0.947 9.266 -3.023 0.000
H 0.793 9.077 -3.076 0.001
H -0.371 6.939 -3.587 0.001
H 0.699 6.820 -2.205 0.003
H -3.605 6.888 -1.770 0.001
H -2.858 6.506 -3.316 0.000
H -2.799 8.142 -2.737 0.000
H -0.451 4.805 -1.320 -0.001
H -1.532 4.816 -2.692 0.000
H -2.205 4.806 -1.063 0.000
H -1.525 8.887 1.997 0.000
H -0.729 10.324 1.347 0.000
H 0.200 8.859 1.596 -0.001


No. 4
60
Properties=species:S:1:pos:R:3:lowdin_spin:R:1 method="wB97M-V/def2-TZVPD" homo_ha="-0.260 / -0.266" spin_multiplicity=6 orbital_gap_ev="6.5 / 6.7" de_lowest_ev=3.178 molar_mass_g_mol=599.3 lumo_energy_ev="-0.5 / -0.5" total_energy_ev=-107877.4290
Mn 0.813 0.030 -0.459 4.681
C 0.568 0.641 -4.043 0.005
C -0.611 -0.302 -3.818 0.002
N -0.712 -0.795 -2.428 0.027
C -1.803 -0.212 -1.680 0.005
C -1.656 2.175 -1.318 0.003
C -0.635 -2.265 -2.355 0.001
C -0.330 -2.790 -0.966 0.008
N 0.799 -2.069 -0.403 0.046
C 1.381 -2.551 0.729 0.008
C 2.504 -1.865 1.228 0.007
F 2.877 -0.747 0.538 0.029
C 3.201 -2.217 2.351 0.000
F 4.249 -1.469 2.735 -0.001
C 2.839 -3.328 3.086 0.008
C 1.740 -4.028 2.633 0.000
F 1.336 -5.111 3.314 -0.001
C 1.024 -3.665 1.510 0.006
F -0.057 -4.410 1.200 0.001
H 0.867 0.660 -5.093 0.000
H 1.408 0.287 -3.450 0.003
H 0.338 1.663 -3.733 0.000
H -0.497 -1.158 -4.482 0.000
H -1.546 0.190 -4.095 0.000
H -2.219 -0.943 -0.991 0.000
H -2.597 0.159 -2.330 0.000
H -1.356 2.341 -2.359 0.000
H -1.132 2.873 -0.670 0.000
H -2.726 2.333 -1.202 0.001
H 0.186 -2.558 -3.010 0.000
H -1.556 -2.730 -2.726 0.000
H -0.109 -3.853 -1.085 0.001
H -1.212 -2.719 -0.320 0.001
H 3.379 -3.636 3.969 0.001
C -0.836 2.507 3.500 0.000
C -1.691 1.283 3.160 0.001
O -2.376 0.759 4.287 0.000
P -0.699 -0.056 2.489 0.008
O -1.660 -1.079 1.788 0.001
O -0.123 -0.933 3.690 0.002
O 0.425 0.404 1.599 0.050
P -3.097 1.914 1.951 0.000
O -3.644 0.319 1.503 0.000
O -4.081 2.294 3.049 0.000
O -1.302 0.864 -0.888 0.032
H -0.240 2.333 4.399 0.000
H -1.495 3.358 3.688 0.000
H -0.169 2.750 2.670 0.000
H -3.207 1.287 4.308 0.000
H -2.585 -0.672 1.716 0.000
H 0.483 -0.456 4.273 0.000
H -4.314 0.099 2.173 0.000
N 3.423 2.353 -2.996 0.005
C 2.566 2.896 -2.134 0.015
N 2.088 4.113 -2.423 0.005
S 2.107 2.132 -0.700 0.033
H 3.766 2.856 -3.797 0.000
H 3.867 1.487 -2.745 0.000
H 2.522 4.702 -3.116 0.000
H 1.519 4.554 -1.719 0.000